*i*
Here is the molecule C6H11NO from the OMol25 dataset. Energies are from wB97M-V/def2-TZVPD.

HOMO ... -8.75 eV
Multiplicity ... 1
Gap between HOMO and LUMO ... 0.358 hartree
Charge ... 0
E_LUMO ... 0.98 eV

Positions of all 19 atoms, in Å:
C 1.322 1.044 -0.126
C 0.063 1.567 -0.026
C -1.417 1.199 0.170
O -2.023 0.026 -0.339
C -1.691 -1.469 0.265
C -0.173 -1.156 -0.348
N 1.185 -1.533 0.151
C 1.949 -0.251 0.112
H 2.032 1.960 -0.166
H 0.344 2.581 -0.176
H -1.855 2.098 -0.296
H -1.722 1.384 1.249
H -2.349 -2.100 -0.296
H -1.747 -1.414 1.508
H -0.055 -0.107 -0.067
H -0.470 -1.118 -1.561
H 1.543 -2.139 -0.486
H 2.362 -0.174 1.048
H 2.703 -0.396 -0.615


*ii*
Here is the molecule C6H11NO from the OMol25 dataset. Energies are from wB97M-V/def2-TZVPD.

HOMO ... -9.36 eV
Multiplicity ... 1
Gap between HOMO and LUMO ... 0.372 hartree
Charge ... 0
E_LUMO ... 0.75 eV

Positions of all 19 atoms, in Å:
C 2.018 -1.552 0.157
C 0.780 -0.733 0.039
C 0.931 0.620 -0.572
N -0.468 -1.306 0.438
C -1.581 -0.468 0.221
C -1.651 0.697 1.243
C -2.143 -0.141 -1.122
O -2.709 -1.144 -0.259
H 2.478 -1.093 0.964
H 1.643 -2.524 0.379
H 2.532 -1.341 -0.653
H 1.490 1.277 0.259
H -0.016 1.013 -0.873
H 1.483 0.622 -1.593
H -1.260 1.560 0.890
H -1.178 0.465 2.108
H -2.798 0.954 1.529
H -2.796 0.840 -1.274
H -1.624 -0.621 -1.928


*iii*
Here is the molecule C6H11NO from the OMol25 dataset. Energies are from wB97M-V/def2-TZVPD.

HOMO (spin up / spin down) ... -6.38 / -8.01 eV
Multiplicity ... 1
Gap between HOMO and LUMO (spin up / spin down) ... 0.217 / 0.307 hartree
Charge ... 0
E_LUMO (spin up / spin down) ... -0.47 / 0.36 eV

Positions of all 19 atoms, in Å:
C -0.975 -0.513 -0.155
C -0.030 1.900 0.138
C -1.195 -0.818 1.325
C 1.474 -1.051 -0.142
C 0.159 0.695 -0.794
C 1.700 0.144 -0.493
O 1.578 -2.341 -0.040
N -0.171 0.839 -2.075
H 1.190 -2.624 0.808
H 0.529 0.534 -2.746
H 2.598 0.712 -0.699
H -1.847 0.028 -0.523
H -0.948 -1.414 -0.772
H 0.198 1.656 1.176
H -1.056 2.261 0.064
H 0.635 2.694 -0.205
H -1.213 0.094 1.922
H -2.170 -1.293 1.467
H -0.455 -1.505 1.746


*iv*
Here is the molecule C6H11NO from the OMol25 dataset. Energies are from wB97M-V/def2-TZVPD.

HOMO ... -9.07 eV
Multiplicity ... 1
Gap between HOMO and LUMO ... 0.370 hartree
Charge ... 0
E_LUMO ... 1.00 eV

Positions of all 19 atoms, in Å:
N -0.324 -0.925 1.246
C -0.070 -0.673 -0.352
C -1.540 -0.405 -0.640
C -1.382 0.984 0.139
C 0.000 0.962 -0.345
C 1.334 1.213 0.380
O 2.083 0.016 -0.018
C 1.243 -1.041 -0.734
H 0.589 -0.932 1.786
H -0.560 -1.855 1.537
H -1.640 -0.026 -1.711
H -2.343 -0.997 -0.271
H -1.732 0.645 1.282
H -2.040 1.653 -0.229
H 0.182 1.364 -1.432
H 1.311 1.042 1.511
H 2.028 2.111 0.103
H 1.435 -2.062 -0.425
H 1.427 -1.074 -1.828


Need the numbers? Relative energies in eV: *i* 3.109; *ii* 0.000; *iii* 2.828; *iv* 1.202.


*i*
Here is a cluster of 2 separate species, C6H11NO in total from the OMol25 dataset. Energies are from wB97M-V/def2-TZVPD.

HOMO (spin up / spin down) ... -9.04 / -9.04 eV
Multiplicity ... 1
Gap between HOMO and LUMO (spin up / spin down) ... 0.312 / 0.312 hartree
Charge ... 0
E_LUMO (spin up / spin down) ... -0.55 / -0.55 eV

Positions of all 19 atoms, in Å:
H 0.925 1.535 2.207
N 0.685 0.563 2.344
C 0.254 -0.148 1.417
C 0.757 0.040 -0.217
C 1.312 -1.042 -0.800
C 1.374 1.397 -0.460
H -0.015 -1.184 1.569
H 0.945 -2.043 -0.615
H 2.224 -0.985 -1.384
H 1.228 1.692 -1.500
H 0.952 2.202 0.143
H 2.441 1.399 -0.234
C -2.078 -1.084 -0.444
C -1.348 0.229 -0.299
O -1.532 0.857 0.816
H -1.721 -1.801 0.300
H -1.984 -1.531 -1.433
H -3.123 -0.910 -0.176
H -1.296 0.813 -1.235


*ii*
Here is the molecule C6H11NO from the OMol25 dataset. Energies are from wB97M-V/def2-TZVPD.

HOMO (spin up / spin down) ... -6.77 / -6.77 eV
Multiplicity ... 1
Gap between HOMO and LUMO (spin up / spin down) ... 0.277 / 0.277 hartree
Charge ... 0
E_LUMO (spin up / spin down) ... 0.75 / 0.75 eV

Positions of all 19 atoms, in Å:
C 0.971 1.772 0.739
C 0.406 0.756 -0.243
C 1.279 -0.708 -0.224
O 1.466 -1.145 -1.579
C 0.233 -1.357 0.587
N -0.717 -0.614 1.392
C -0.780 -0.019 0.117
C -1.911 -0.253 -0.824
H 1.961 2.102 0.414
H 0.324 2.652 0.797
H 1.080 1.360 1.746
H 0.373 1.170 -1.254
H 2.270 -0.697 0.243
H 0.585 -1.241 -1.961
H 0.564 -2.191 1.183
H -1.442 -0.651 2.099
H -1.890 -1.263 -1.245
H -1.893 0.454 -1.659
H -2.881 -0.127 -0.328


*iii*
Here is a cluster of 2 separate species, C6H11NO in total from the OMol25 dataset. Energies are from wB97M-V/def2-TZVPD.

HOMO ... -9.32 eV
Multiplicity ... 1
Gap between HOMO and LUMO ... 0.377 hartree
Charge ... 0
E_LUMO ... 0.93 eV

Positions of all 19 atoms, in Å:
C -0.898 1.747 -0.396
C -0.372 0.692 -0.192
C 0.476 -0.478 -0.028
C 0.282 -1.122 1.345
C 1.950 -0.022 -0.202
N 2.247 0.679 -1.432
H -1.437 2.644 -0.515
H 0.235 -1.204 -0.816
H -0.718 -1.531 1.452
H 1.009 -1.918 1.477
H 0.431 -0.381 2.127
H 2.203 0.649 0.623
H 2.601 -0.898 -0.143
H 2.080 0.079 -2.235
H 1.650 1.494 -1.523
C -2.919 -0.100 0.117
O -2.806 -0.468 1.248
H -3.413 0.847 -0.156
H -2.602 -0.709 -0.751


Need the numbers? Relative energies in eV: *i* 1.709; *ii* 2.637; *iii* 0.000.


*i*
Here is the molecule C6H11NO from the OMol25 dataset. Energies are from wB97M-V/def2-TZVPD.

HOMO ... -8.19 eV
Multiplicity ... 1
Gap between HOMO and LUMO ... 0.328 hartree
Charge ... 0
E_LUMO ... 0.75 eV

Positions of all 19 atoms, in Å:
N -0.526 -0.945 -2.042
C 0.502 -0.261 -1.074
C 0.996 -1.339 0.015
C 0.375 -0.873 1.330
C -0.758 0.016 0.791
C -1.148 1.480 0.602
O -0.853 2.184 1.762
C -0.045 0.970 -0.247
H 0.303 -1.368 -2.877
H -1.283 -0.342 -2.555
H 1.464 0.249 -1.618
H 0.556 -2.198 -0.256
H 2.114 -1.206 0.214
H 1.230 -0.249 1.778
H 0.207 -1.783 1.899
H -1.343 -0.575 0.164
H -2.283 1.666 0.438
H -0.522 3.250 1.587
H 1.015 1.325 0.089


*ii*
Here is a cluster of 2 separate species, C6H11NO in total from the OMol25 dataset. Energies are from wB97M-V/def2-TZVPD.

HOMO ... -9.07 eV
Multiplicity ... 1
Gap between HOMO and LUMO ... 0.354 hartree
Charge ... 0
E_LUMO ... 0.55 eV

Positions of all 19 atoms, in Å:
C 0.194 2.287 -0.966
C 0.666 0.946 -0.419
C 2.011 1.143 0.278
O 0.611 -0.054 -1.229
H 0.985 2.793 -1.519
H -0.620 2.188 -1.679
H 0.009 3.005 -0.167
H 2.002 1.972 0.986
H 2.756 1.475 -0.446
H 2.375 0.198 0.674
C -0.742 -3.054 0.192
C -0.220 -1.841 0.407
N -0.967 -0.582 0.731
C -2.222 -0.494 0.667
H -0.141 -3.947 0.237
H -1.782 -3.263 -0.004
H 0.706 -1.815 0.972
H -2.815 -1.182 0.061
H -2.806 0.224 1.225


*iii*
Here is a structure of composition C6H11NO from the OMol25 dataset. Energies are from wB97M-V/def2-TZVPD.

HOMO ... -7.68 eV
Multiplicity ... 1
Gap between HOMO and LUMO ... 0.242 hartree
Charge ... 0
E_LUMO ... -1.10 eV

Positions of all 19 atoms, in Å:
C 0.776 -1.149 1.418
N 0.355 0.229 1.030
C -2.210 0.154 0.991
C -2.075 0.220 -0.465
C -0.830 1.065 -0.880
C 0.356 0.394 -0.321
C 1.442 0.001 -1.169
O 2.376 -0.726 -0.929
H 1.738 -1.375 0.954
H 0.135 -1.924 1.044
H 0.911 -1.224 2.490
H -2.671 1.064 1.368
H -2.612 -0.747 1.442
H -2.929 0.666 -0.958
H -2.070 -0.744 -0.990
H -0.973 2.109 -0.607
H -0.845 1.000 -1.957
H -0.824 0.228 1.309
H 1.419 0.483 -2.138


Need the numbers? Relative energies in eV: *i* 3.152; *ii* 0.000; *iii* 0.137.


*i*
Here is a structure of composition C6H11NO from the OMol25 dataset. Energies are from wB97M-V/def2-TZVPD.

HOMO ... -8.08 eV
Multiplicity ... 1
Gap between HOMO and LUMO ... 0.299 hartree
Charge ... 0
E_LUMO ... 0.05 eV

Positions of all 19 atoms, in Å:
O -2.736 -1.142 0.058
C -2.679 0.065 0.864
C -1.539 0.900 1.166
C -0.573 1.062 -0.003
C 0.687 0.129 -0.197
C 2.013 0.461 0.067
N 3.153 -0.274 -0.553
C 0.268 -1.267 -0.744
H -3.663 0.527 0.704
H -2.139 -1.068 1.009
H -1.292 1.521 2.023
H -1.196 0.676 -0.850
H -0.120 2.025 -0.266
H 2.242 1.247 0.793
H 3.209 0.047 -1.563
H 3.967 -0.119 -0.007
H -0.737 -1.301 -1.180
H 0.211 -1.817 0.226
H 0.924 -1.673 -1.547


*ii*
Here is the molecule C6H11NO from the OMol25 dataset. Energies are from wB97M-V/def2-TZVPD.

HOMO ... -7.58 eV
Multiplicity ... 1
Gap between HOMO and LUMO ... 0.311 hartree
Charge ... 0
E_LUMO ... 0.88 eV

Positions of all 19 atoms, in Å:
C 1.949 -0.965 1.268
C 0.675 -0.354 0.794
C -0.122 -0.572 -0.287
C -0.359 -1.716 -1.207
C -0.955 0.631 -0.070
C -0.632 1.917 -0.804
O -2.296 0.396 0.051
N 0.002 0.689 1.416
H 2.509 -1.410 0.444
H 2.581 -0.208 1.736
H 1.753 -1.743 2.008
H -0.409 -1.389 -2.248
H -1.299 -2.223 -0.975
H 0.447 -2.443 -1.114
H 0.443 2.048 -0.885
H -1.054 2.779 -0.284
H -1.069 1.870 -1.805
H -2.757 1.216 0.267
H 0.593 1.476 1.693


*iii*
Here is a cluster of 2 separate species, C6H11NO in total from the OMol25 dataset. Energies are from wB97M-V/def2-TZVPD.

HOMO ... -7.92 eV
Multiplicity ... 1
Gap between HOMO and LUMO ... 0.321 hartree
Charge ... 0
E_LUMO ... 0.83 eV

Positions of all 19 atoms, in Å:
C -0.113 1.834 0.836
C -0.201 0.705 -0.128
C 0.150 0.808 -1.499
C -0.111 -0.361 -2.121
N -0.460 -1.292 -1.101
C -0.668 -0.583 0.045
C -1.442 -1.063 1.247
H 0.946 2.166 0.720
H -0.796 2.664 0.599
H -0.283 1.693 1.906
H 0.519 1.758 -1.845
H 0.028 -0.747 -3.114
H -0.844 -2.200 -1.308
H -2.481 -1.068 0.922
H -1.210 -0.597 2.205
H -1.282 -2.131 1.438
O 3.027 -0.755 0.187
H 3.030 0.190 0.382
H 2.191 -1.020 0.627


Need the numbers? Relative energies in eV: *i* 6.097; *ii* 1.180; *iii* 0.000.